Arrangement A

The following is a quantum chemistry calculation of a 3-piece molecular cluster, C3H5IO2 overall, from the OMol25 dataset.

Each line ends with the Löwdin charge.
Element x y z (Å)
C  2.0815  -1.8691  -0.3829  0.0545
C  0.4196  0.4985  -0.5808  -0.0918
C  -0.0597  -0.3742  0.4306  -0.3698
O  1.9467  -2.4421  0.5863  0.0645
O  -1.2530  -0.5944  0.6011  -0.0329
I  -2.8416  2.3936  0.1758  0.4611
H  0.2185  0.0008  -1.4759  0.0818
H  1.4408  0.7400  -0.5145  0.0643
H  -0.2324  1.4257  -0.6205  0.0483
H  0.5757  -0.7332  1.1477  0.0659
H  -2.2961  0.9544  0.6331  -0.3459

Calculated values
HOMO-LUMO gap   9.9 eV


Arrangement B

The following is a quantum chemistry calculation of C3H5IO2 as an isolated structure, from the OMol25 dataset.

Each line ends with the Löwdin charge.
Element x y z (Å)
C  -1.3608  -0.8386  0.4896  0.0173
C  -0.9146  -0.2301  -0.5756  -0.1047
C  0.4963  0.4217  -0.5354  -0.5336
O  0.4283  1.4777  0.3867  -0.0184
O  1.3415  -0.6215  -0.0185  -0.7878
I  3.1875  -0.1331  0.0747  1.0060
H  -2.4654  -1.0542  0.5771  0.0860
H  -0.5540  -1.1605  1.2031  0.0879
H  -1.5013  0.1391  -1.2952  0.0563
H  0.6753  0.6723  -1.5707  0.1319
H  0.6672  1.3273  1.2641  0.0592

Calculated values
HOMO-LUMO gap   9.1 eV


Most stable to least stable: arrangement A, arrangement B


Arrangement A

The following is a quantum chemistry calculation of a 3-piece molecular cluster, C3H13NO2S overall, from the OMol25 dataset.

Each line ends with the Löwdin charge.
Element x y z (Å)
C  0.7931  -0.9538  1.7956  -0.1354
N  -0.1599  -1.3382  0.7040  -0.1556
C  -0.7840  -0.2353  -0.0722  -0.2767
C  0.3642  0.2818  -1.0152  -0.6226
S  -0.1069  0.3824  -2.7094  0.6908
H  1.5912  -0.2924  1.3627  0.0707
H  0.5832  -0.3114  2.6834  0.0704
H  1.2513  -1.8501  2.2294  0.0710
H  -0.7581  -2.1019  1.0342  0.1055
H  -1.2902  0.5152  0.6109  0.1206
H  -1.6838  -0.5809  -0.5991  0.0794
H  1.3052  -0.2294  -0.8220  0.0658
H  0.5819  1.2275  -0.6979  0.0076
H  -1.4542  -0.0550  -2.6133  -0.0823
O  0.1877  5.0117  1.5065  0.0156
H  -0.4330  5.0377  0.8452  -0.0096
H  0.7114  4.3892  1.0894  -0.0070
O  -0.6802  -2.8735  -1.6453  -0.1698
H  0.2964  -2.3703  -1.5409  0.1167
H  -0.3154  -3.6533  -2.1460  0.0449

Calculated values
SMILES   CNCCS.O.O
HOMO-LUMO gap   9.3 eV


Arrangement B

The following is a quantum chemistry calculation of a 3-piece molecular cluster, C3H13NO2S overall, from the OMol25 dataset.

Each line ends with the Löwdin charge.
Element x y z (Å)
N  -0.0611  -1.0225  0.9834  -0.0298
C  -1.1706  -1.2022  0.0907  -0.2757
C  -1.5114  0.2910  -0.2980  -0.3235
C  -2.9557  0.3873  -0.7670  -0.5400
S  -3.2679  2.2001  -1.1929  0.6099
H  0.6391  -1.7919  1.1633  0.1150
H  -0.3721  -0.8544  1.8216  -0.0001
H  -0.8661  -1.6975  -0.8864  0.1361
H  -2.0637  -1.6340  0.5897  0.1100
H  -1.1530  0.8882  0.6034  0.1187
H  -0.7585  0.5283  -1.0987  0.1121
H  -3.5399  0.1440  0.1357  0.0719
H  -3.1787  -0.2732  -1.5789  0.0643
H  -3.6111  2.7413  0.0954  -0.1030
O  7.3967  -1.6733  2.0757  -0.0652
H  7.2135  -2.3017  1.3417  0.0541
H  7.8293  -0.9064  1.7348  0.0109
O  2.7955  -0.7165  -0.3068  -0.0363
H  1.8812  -0.7479  0.1311  0.0331
H  2.9831  0.1225  -0.1541  -0.0625

Calculated values
SMILES   NCCCS.O.O
HOMO-LUMO gap   9.7 eV


Arrangement C

The following is a quantum chemistry calculation of a 3-piece molecular cluster, C3H13NO2S overall, from the OMol25 dataset.

Each line ends with the Löwdin charge.
Element x y z (Å)
C  -2.1993  0.7004  2.1735  -0.1013
C  -1.3000  -0.2440  1.3807  -0.5488
N  0.0470  -0.5866  1.8633  0.0087
C  -1.1416  0.5363  0.0966  -0.4989
S  -0.0959  -0.4632  -1.1654  0.6247
H  -3.2144  0.9159  1.8295  0.0735
H  -2.3993  0.2095  3.1017  0.0524
H  -1.6667  1.7491  2.3961  0.1286
H  -1.9289  -1.1634  1.1721  0.1495
H  0.7537  0.0470  1.5537  -0.0019
H  0.3335  -1.4607  1.3403  0.0719
H  -0.5050  1.3709  0.3854  0.0632
H  -2.0452  0.9775  -0.2690  0.0607
H  0.8585  0.5916  -1.3996  -0.1103
O  2.6729  0.8358  0.8413  -0.0823
H  3.2410  1.2281  1.5301  0.0544
H  3.3738  0.6316  0.1884  0.0564
O  1.7689  -2.3117  -5.5771  -0.0525
H  1.3698  -2.0588  -6.3638  -0.0154
H  2.0770  -1.5054  -5.0777  0.0675

Calculated values
SMILES   C[C@H](N)CS.O.O
HOMO-LUMO gap   9.1 eV


Most stable to least stable: arrangement C, arrangement B, arrangement A


Arrangement A

The following is a quantum chemistry calculation of a 3-piece molecular cluster, C3H13NO2S overall, from the OMol25 dataset.

Each line ends with the Löwdin charge.
Element x y z (Å)
C  -0.8649  1.1152  3.2766  -0.0640
C  -0.4736  0.2089  2.0453  -0.5670
N  -0.3641  1.0411  0.8105  -0.0211
C  -1.3470  -0.9098  1.7417  -0.5656
S  -0.9129  -1.8651  0.2172  0.6559
H  -1.4883  0.5648  4.0236  0.0772
H  -0.0636  1.8501  3.5495  0.0822
H  -1.6536  1.8178  2.7614  0.0889
H  0.4966  -0.2063  2.3276  0.1253
H  0.6361  1.2748  0.6517  0.0672
H  -0.9418  1.9241  0.7124  0.1037
H  -2.3713  -0.4505  1.6424  0.0935
H  -1.4289  -1.6075  2.5682  0.0721
H  -0.3210  -0.9371  -0.6586  -0.1374
O  2.0483  1.7397  -1.6219  -0.0483
H  2.9922  1.4872  -1.6442  0.0528
H  1.5885  0.9527  -1.4151  -0.0136
O  1.8403  -0.0123  -5.2744  -0.1399
H  2.7385  0.2620  -4.8571  0.0739
H  1.9755  -0.6830  -6.0215  0.0643

Calculated values
SMILES   C[C@H](N)CS.O.O
HOMO-LUMO gap   9.3 eV


Arrangement B

The following is a quantum chemistry calculation of a 3-piece molecular cluster, C3H13NO2S overall, from the OMol25 dataset.

Each line ends with the Löwdin charge.
Element x y z (Å)
C  2.0931  0.6719  0.5286  -0.1673
N  0.8361  0.7171  -0.1737  -0.1073
C  0.3541  -0.5697  -0.6743  -0.2884
C  -0.6552  -1.3220  0.2260  -0.5562
S  -0.0493  -1.9965  1.8028  0.7140
H  2.1759  0.1727  1.5004  0.0503
H  2.4567  1.6910  0.7184  0.0826
H  2.9196  0.3146  -0.0770  0.0783
H  0.1494  1.2392  0.3430  0.0636
H  -0.1838  -0.4240  -1.6131  0.0717
H  1.2202  -1.1705  -0.9496  0.1178
H  -1.4291  -0.5690  0.3998  0.0493
H  -1.0313  -2.1415  -0.3858  0.0658
H  1.1425  -1.4202  1.7182  -0.1893
O  -1.3370  2.0084  2.0443  -0.0491
H  -2.2053  1.6235  1.8777  0.0427
H  -0.7379  1.2720  1.9090  -0.0055
O  -1.7886  -0.4152  -3.1245  -0.0602
H  -1.6598  0.3551  -3.6917  0.0482
H  -2.2704  -0.0368  -2.3786  0.0389

Calculated values
SMILES   CNCCS.O.O
HOMO-LUMO gap   9.3 eV


Most stable to least stable: arrangement B, arrangement A


Arrangement A

The following is a quantum chemistry calculation of C5H14NO2 as an isolated structure, from the OMol25 dataset.

Each line ends with the Löwdin charge.
Element x y z (Å)
C  -3.3459  0.9875  -0.2706  -0.1505
C  -2.1613  0.1766  0.1617  -0.4004
N  -1.1740  -0.0029  -0.9562  -0.0122
C  0.6028  -0.1992  1.1359  -0.1171
C  0.5880  -0.1081  -0.3429  -0.2438
C  1.9958  0.6177  -0.8517  -0.2283
O  3.1850  0.1178  -0.2978  -0.1591
H  -3.7067  0.5137  -1.2350  0.0797
H  -4.2043  1.0483  0.3724  0.0493
H  -2.9100  1.9464  -0.5413  0.0584
H  -1.7534  0.5364  1.1635  0.1067
H  -2.5332  -0.8301  0.3357  0.0831
H  0.5256  -1.0214  -0.7931  0.0794
H  1.6256  -0.3750  1.5837  0.0943
H  -0.0824  -0.8914  1.5888  0.0703
H  0.3252  0.7637  1.4943  0.0569
H  -0.2163  0.6339  -0.7875  0.0180
H  1.8950  1.6486  -0.6821  0.0809
H  2.0443  0.3393  -1.8923  0.0944
H  3.1637  -2.8937  0.1541  -0.1021
H  3.1163  -0.9044  -0.0363  -0.0298
O  3.0202  -2.1038  0.6968  -0.4281

Calculated values
Charge   -1
HOMO-LUMO gap   7.5 eV


Arrangement B

The following is a quantum chemistry calculation of a 2-piece molecular cluster, C5H14NO2 overall, from the OMol25 dataset.

Each line ends with the Löwdin charge.
Element x y z (Å)
C  -2.7284  0.6172  0.6450  -0.0823
C  -1.2228  0.3409  0.4864  -0.4406
C  -0.9798  -1.1786  0.3109  -0.2213
C  -0.8798  -1.8866  1.6566  -0.1207
N  -0.7435  1.1244  -0.6364  -0.0586
C  0.7592  1.3037  -0.6985  -0.4931
O  1.4232  0.2853  -1.2550  -0.3081
H  -2.8666  1.5579  1.1738  0.0586
H  -3.1403  0.7560  -0.3530  0.0641
H  -3.2454  -0.1551  1.2132  0.0580
H  -0.6235  0.7252  1.3111  0.1244
H  -1.7852  -1.5981  -0.2913  0.0987
H  -0.0584  -1.2330  -0.2626  0.0864
H  0.1214  -1.7995  2.0754  0.0686
H  -1.2704  -2.8931  1.8021  0.0543
H  -1.4786  -1.3148  2.3794  0.0553
H  -0.9766  0.8726  -1.5881  0.0919
H  0.8321  2.2785  -1.2368  0.0765
H  1.1005  1.4712  0.3448  0.0922
H  2.8496  -0.2959  -0.7936  -0.0278
H  4.2315  0.3294  -0.9962  -0.0086
O  3.8251  -0.4133  -0.5411  -0.1679

Calculated values
Charge   -1
HOMO-LUMO gap   7.1 eV


Arrangement C

The following is a quantum chemistry calculation of a 2-piece molecular cluster, C5H14NO2 overall, from the OMol25 dataset.

Each line ends with the Löwdin charge.
Element x y z (Å)
C  -0.9290  -1.7455  0.4567  -0.4330
O  -1.6825  -2.0306  -0.6478  -0.3501
C  0.2381  -0.8082  0.0830  -0.3791
C  0.6422  0.3669  0.9845  -0.1934
C  1.5063  1.4464  0.3353  -0.2855
C  0.7212  2.6933  0.0138  -0.1453
N  1.4500  -1.6233  -0.2469  0.0068
H  -0.5963  -2.6876  0.8876  0.0735
H  -1.5925  -1.2553  1.2526  0.0980
H  -0.0343  -0.4318  -0.9252  0.1374
H  1.0278  -0.0530  1.9123  0.1017
H  -0.3587  0.7665  1.2287  0.1051
H  1.9443  1.0099  -0.5753  0.0952
H  2.4179  1.7507  0.8742  0.0936
H  -0.1665  2.3520  -0.5608  0.0826
H  1.1484  3.5592  -0.5092  0.0590
H  0.2689  3.1578  0.9082  0.0664
H  1.8663  -2.0644  0.5635  0.0447
H  1.2677  -2.3310  -0.9430  0.0526
H  -2.8433  -1.0585  -0.9759  -0.0002
H  -3.0598  -0.6880  -2.4913  -0.0248
O  -3.2363  -0.3259  -1.6250  -0.2051

Calculated values
Charge   -1
HOMO-LUMO gap   6.9 eV


Most stable to least stable: arrangement B, arrangement C, arrangement A


Arrangement A

The following is a quantum chemistry calculation of a 2-piece molecular cluster, CH3I2P overall, from the OMol25 dataset.

Each line ends with the Löwdin charge.
Element x y z (Å)
C  -1.3521  0.5883  1.3798  -0.5701
P  -0.0810  0.5979  0.4354  0.3676
I  0.8384  -1.6876  0.4604  0.2095
H  -1.8618  1.5421  1.5366  -0.0138
H  -1.7489  -0.2655  2.0331  0.0311
I  1.8780  -0.7854  -3.5923  0.3269
H  2.3274  0.0102  -2.2530  -0.3512

Calculated values
SMILES   C=PI.I
HOMO-LUMO gap   9.4 eV


Arrangement B

The following is a quantum chemistry calculation of a 2-piece molecular cluster, CH3I2P overall, from the OMol25 dataset.

Each line ends with the Löwdin charge.
Element x y z (Å)
H  -0.4447  -1.6312  -0.3341  -0.1727
P  0.5942  -1.0080  -1.0724  0.6781
C  1.5895  -0.7486  0.4048  -1.1270
I  3.1491  0.5957  0.5188  0.6898
H  1.4555  -1.2763  1.3405  -0.0634
I  -2.9979  1.6106  0.2160  0.3672
H  -3.3456  2.4578  -1.0736  -0.3721

Calculated values
SMILES   [H]/P=C/I.I
HOMO-LUMO gap   8.1 eV


Most stable to least stable: arrangement A, arrangement B


Arrangement A

The following is a quantum chemistry calculation of a 2-piece molecular cluster, CH5O2PS overall, from the OMol25 dataset.

Each line ends with the Löwdin charge.
Element x y z (Å)
O  -0.4075  0.9701  -1.4222  -0.5236
S  0.8379  1.0385  -2.1608  0.6802
P  2.2651  -0.5650  -1.9128  0.7369
O  2.2121  1.0543  -1.2950  -0.7814
H  2.8483  0.0426  -3.0692  -0.1118
C  -1.5764  -0.4733  1.9923  -0.0731
H  -0.8425  -1.2928  2.0922  0.0061
H  -2.1157  -0.5569  0.9692  0.0452
H  -2.2370  -0.6947  2.8197  -0.0034
H  -0.9843  0.4772  1.9866  0.0248

Calculated values
SMILES   O=S1#[PH]O1.C
HOMO-LUMO gap   9.2 eV


Arrangement B

The following is a quantum chemistry calculation of a 2-piece molecular cluster, CH5O2PS overall, from the OMol25 dataset.

Each line ends with the Löwdin charge.
Element x y z (Å)
C  1.6872  0.4072  0.1700  0.0736
O  -0.5958  -1.1104  -1.1993  -0.3114
O  -0.4490  -1.0647  1.2285  -0.4048
P  -1.4357  -0.9212  0.1543  0.4314
S  -1.8946  1.2440  0.0052  0.4440
H  1.7424  0.2663  1.2656  0.0001
H  1.1720  1.3688  -0.0360  -0.0055
H  1.7905  -0.5210  -0.2604  -0.0424
H  -1.1967  -1.1766  -1.9857  0.0820
H  -0.8202  1.5077  0.6579  -0.2670

Calculated values
HOMO-LUMO gap (spin up / spin down)   6.0 / 9.8 eV


Most stable to least stable: arrangement A, arrangement B